The following is a quantum chemistry calculation of a single C6H11NOS molecule at a distorted geometry, from the OMol25 dataset.

Structure (XYZ):
```
20
Properties=species:S:1:pos:R:3:forces:R:3
O 0.12592 2.55617 -2.90837 -1.02 -0.36 0.49
N 0.42178 2.79596 -0.45015 -0.62 -1.66 1.98
S -0.35891 3.11042 -1.64206 0.29 2.14 -3.33
C 0.66208 -0.78739 1.89458 -0.89 -0.81 -0.41
C 1.93448 -0.33440 1.20459 -0.52 2.02 1.17
C -0.56971 -0.61913 0.93440 0.76 0.95 1.43
C 1.77447 1.18145 0.78975 -0.54 -1.90 -0.20
C -0.75062 0.80315 0.40254 0.65 0.08 -0.26
C 0.60203 1.34358 -0.20676 0.41 0.04 2.60
H 0.51636 -0.25896 2.87262 0.04 -0.44 -0.83
H 0.72888 -1.88715 2.05767 -0.01 0.69 0.41
H 2.76408 -0.41058 1.90832 0.15 -0.04 -0.09
H 2.14718 -0.96452 0.37465 0.19 -0.43 -0.92
H -1.46407 -0.89332 1.47039 -0.42 -0.20 0.19
H -0.46605 -1.30889 0.13001 0.18 -0.59 -0.80
H 2.68003 1.45912 0.28390 0.46 0.55 -0.13
H 1.61879 1.78642 1.68969 0.02 0.02 -0.23
H -1.55518 0.76356 -0.36857 0.53 0.38 0.36
H -1.05928 1.48717 1.21333 0.09 -0.23 -0.36
H 0.83128 0.76086 -1.06699 0.24 -0.20 -1.07
```
Positions in Å, forces in eV/Å.

Total energy, eV: -20771.799
Orbital gap, eV: 9.2
Max |F|, hartree/bohr: 0.0772
Multiplicity: 1

***

The following is a quantum chemistry calculation of a single C6H11NP2 molecule at a distorted geometry, from the OMol25 dataset.

Structure (XYZ):
```
20
Properties=species:S:1:pos:R:3:forces:R:3
C 2.28751 -1.34094 -0.23837 2.73 0.13 -0.07
C 1.00125 -1.11839 0.00225 0.47 -0.18 0.55
C -0.01198 -2.08521 0.45195 -1.43 -0.09 1.25
C -1.37125 0.78278 -1.35956 -2.52 -2.61 3.10
C -0.70038 1.95150 0.97543 0.17 -3.35 -1.38
C -0.79654 0.67062 0.06437 1.28 0.66 -0.82
N 0.67664 0.21204 -0.04265 -4.49 0.22 0.77
P 3.40793 0.08854 -0.24720 2.37 -3.08 -0.58
P 1.83692 1.38423 -0.06956 -0.84 3.56 -0.21
H 2.85919 -2.24564 -0.17757 -0.55 -0.75 0.04
H 0.44556 -3.03068 0.76638 -0.04 0.40 0.17
H -0.62007 -2.35335 -0.41194 -0.53 0.10 0.10
H -0.70124 -1.62593 1.30889 1.60 -1.24 -1.86
H -0.98118 1.41060 -2.00801 2.94 2.84 -2.94
H -1.55007 -0.19721 -1.83147 0.43 0.22 0.25
H -2.35123 1.21073 -1.27058 -1.00 0.07 0.35
H 0.15076 2.45593 0.58002 -0.29 1.57 0.23
H -0.44708 1.48108 1.90226 0.35 0.27 0.95
H -1.64497 2.37354 1.05337 -1.46 1.48 -0.02
H -1.48978 -0.02425 0.55200 0.83 -0.21 0.14
```
Positions in Å, forces in eV/Å.

Total energy, eV: -26463.775
Orbital gap (spin up / spin down), eV: 6.0 / 6.8
Max |F|, hartree/bohr: 0.0979
Multiplicity: 3

***

The following is a quantum chemistry calculation of 2 unconnected molecules or ions with the total composition C6H11NS at a distorted geometry, from the OMol25 dataset.

Structure (XYZ):
```
19
Properties=species:S:1:pos:R:3:forces:R:3
C -2.03919 -0.25041 -0.51237 -1.36 -0.75 -3.35
C -1.85754 -1.54138 -0.86088 -0.20 0.62 -1.50
C 1.56448 0.02214 1.26722 0.95 -0.67 0.77
C 2.27798 -0.07557 0.14506 -2.25 -0.27 2.17
C -1.45780 1.38118 0.93941 -1.43 4.11 -1.24
C 2.10295 -1.05393 -0.90241 -3.24 -1.39 -1.33
N -1.45070 0.24718 0.54150 2.40 -2.72 3.42
S -2.23420 2.76872 0.03030 0.51 1.05 0.54
H -2.57980 0.57774 -1.08038 -0.09 -1.82 0.02
H -1.06904 -2.19913 -0.48095 -0.63 0.45 0.64
H -2.33955 -1.93191 -1.76614 0.08 0.29 0.39
H 1.02369 -0.81738 1.67433 -0.85 -0.16 -0.69
H 1.67767 0.74995 2.06310 0.50 0.45 -0.43
H 3.02913 0.58418 -0.06868 1.64 2.15 -0.36
H -1.10623 1.84715 1.79776 1.22 -0.30 1.85
H 2.33247 -0.56284 -1.83513 0.17 -0.33 -0.55
H 1.04747 -1.56468 -1.02594 1.67 1.54 0.47
H 2.67337 -1.91251 -0.74280 1.64 -1.30 -0.04
H -1.59518 3.73147 0.81700 -0.72 -0.95 -0.78
```
Positions in Å, forces in eV/Å.

Total energy, eV: -18722.128
Orbital gap, eV: 9.3
Max |F|, hartree/bohr: 0.0969
Multiplicity: 1
SMILES string: C=C/N=C\S.C=CC

***

The following is a quantum chemistry calculation of a molecular structure, C6H11NS at a distorted geometry, from the OMol25 dataset.

Structure (XYZ):
```
19
Properties=species:S:1:pos:R:3:forces:R:3
C -1.54477 1.33874 -0.33177 -1.01 -0.39 1.25
C -0.83586 0.06846 0.00540 2.32 0.03 -2.11
C -1.39903 -1.29298 -0.18097 0.54 0.42 0.36
C 0.67338 0.19619 -0.30327 -0.01 -0.15 -0.07
C 1.64097 0.97857 0.56858 -0.12 -0.26 2.20
C 1.54721 -1.07280 -0.35309 -0.72 -0.98 -0.57
H -1.16392 1.98885 0.48208 -0.96 0.26 -0.41
H -1.29547 1.79714 -1.27123 0.24 -0.11 -0.52
H -2.64060 1.11339 -0.30333 0.79 0.78 0.29
H -2.32530 -1.40345 -0.69778 -0.94 0.04 0.39
H -0.76095 -2.14507 -0.29494 0.45 -0.15 -0.39
H -0.46238 -0.97922 1.63983 -0.40 -0.36 0.00
H 0.82254 0.75056 -1.22622 -0.54 -0.57 -0.73
H 1.36374 0.85849 1.64956 0.55 0.19 -0.68
H 1.83284 2.01622 0.35305 -0.21 0.36 -0.10
H 1.29211 -1.89180 0.36691 0.26 0.94 -0.10
H 1.51192 -1.57583 -1.33572 0.42 0.34 0.30
N -1.28927 -0.63965 1.14631 -0.46 -0.18 0.76
S 3.03285 -0.10579 0.08657 -0.20 -0.20 0.12
```
Positions in Å, forces in eV/Å.

Total energy, eV: -18723.721
Orbital gap, eV: 9.6
Max |F|, hartree/bohr: 0.0610
Multiplicity: 1

***

The following is a quantum chemistry calculation of a single C6H11NSi molecule at a distorted geometry, from the OMol25 dataset.

Structure (XYZ):
```
19
Properties=species:S:1:pos:R:3:forces:R:3
C 2.67243 0.83614 2.23587 2.00 -0.29 1.51
C 1.45685 0.64522 1.62764 -3.29 -3.43 -8.15
C 1.28271 -0.20132 0.25187 2.50 3.17 6.56
C -0.28010 -1.36453 -1.98136 -2.21 0.18 -0.12
C -0.76262 1.50922 -0.94911 -0.07 0.29 -0.43
C -1.58253 -0.71800 1.03046 -0.93 -0.93 -2.00
N 3.68634 0.82385 2.80391 -0.84 0.31 -0.61
Si -0.38902 -0.25323 -0.43548 -1.66 -0.16 0.05
H 0.49247 1.19402 1.75045 1.34 -0.33 0.83
H 2.13060 -0.72951 -0.22043 -0.18 0.43 0.72
H 0.69914 -1.58138 -2.28357 1.81 0.26 -0.30
H -0.71021 -2.38439 -2.03809 -0.38 0.69 0.47
H -0.75472 -0.74436 -2.78310 0.34 -0.68 0.40
H -1.43294 1.93286 -0.20518 -0.62 -0.03 -0.20
H 0.12269 2.12512 -0.78234 0.21 -0.08 -0.58
H -1.15643 1.62092 -1.99219 0.29 0.09 1.01
H -1.38640 -1.77754 1.16260 -0.02 -0.39 0.23
H -1.38911 -0.27328 1.97625 0.37 0.72 0.63
H -2.69914 -0.65983 0.83180 1.34 0.17 -0.03
```
Positions in Å, forces in eV/Å.

Total energy, eV: -15765.706
Orbital gap (spin up / spin down), eV: 8.3 / 8.3
Max |F|, hartree/bohr: 0.1835
Multiplicity: 1
SMILES string: C[Si](C)(C)/C=C/C#N

***

The following is a quantum chemistry calculation of a gas-phase ion, C6H11O (charge -1) at a distorted geometry, from the OMol25 dataset.

Structure (XYZ):
```
18
Properties=species:S:1:pos:R:3:forces:R:3
C 0.50421 2.02856 0.52638 -0.54 0.17 -0.25
O -0.09657 1.70283 1.67963 0.26 -0.13 0.25
C 1.46032 0.94839 -0.09471 -0.14 0.39 0.13
C 0.92462 0.09041 -1.22437 -0.85 -1.67 -0.10
C -0.09900 -0.98026 -0.82580 0.89 0.02 1.42
C -0.66890 -0.99845 0.38062 -0.27 -0.06 -0.20
C -1.90168 -1.80622 0.71789 0.67 -0.01 -0.84
H 1.12094 2.96854 0.56724 0.06 -0.01 0.16
H -0.25169 2.26619 -0.27596 0.13 -0.01 -0.24
H 2.35175 1.46336 -0.45457 0.22 0.03 -0.12
H 1.75675 0.32552 0.75205 0.14 -0.14 -0.05
H 0.33168 0.62589 -1.97608 0.57 0.60 -0.07
H 1.72688 -0.44750 -1.74887 0.11 0.30 -0.12
H -0.22104 -1.86841 -1.44155 -0.55 0.42 -0.74
H -0.29935 -0.33976 1.16528 -0.38 0.54 -0.16
H -1.61982 -2.68928 1.28927 -0.46 0.07 0.57
H -2.37820 -2.14992 -0.19667 0.03 -0.26 -0.27
H -2.64092 -1.13988 1.16023 0.12 -0.26 0.63
```
Positions in Å, forces in eV/Å.

Total energy, eV: -8446.338
Orbital gap, eV: 6.3
Max |F|, hartree/bohr: 0.0365
Charge: -1
Multiplicity: 1
SMILES string: C/C=C/CCC[O-]